No. 1
The following is a quantum chemistry calculation of a structure of composition C2H4NaO3, from the OMol25 dataset.

LUMO level: -0.18514 Ha
E_tot: -466.34637 Ha
total charge: +1
maximum force: 0.138 Eh/bohr

Each line ends with the Löwdin charge.
Geometry (Å):
1 H 1.10 0.09 0.40  0.193
2 O -0.05 -0.21 -0.88  -0.164
3 C -0.09 -0.01 -2.17  0.039
4 Na -2.56 0.73 -0.44  0.835
5 H 0.04 -0.91 -2.79  0.107
6 H 0.28 0.97 -2.50  0.109
7 O -0.71 0.65 1.59  0.035
8 C 0.38 0.13 1.44  -0.423
9 O 1.08 -0.47 2.36  0.126
10 H 0.53 -0.98 2.98  0.143

***

No. 2
The following is a quantum chemistry calculation of a cluster of 9 separate species, C23H67ClN5O12 in total, from the OMol25 dataset.

LUMO level: 0.09551 Ha
E_tot: -2552.97431 Ha
total charge: -1
maximum force: 0.061 Eh/bohr

Each line ends with the Löwdin charge.
Geometry (Å):
1 Cl -0.31 -0.61 -0.39  0.635
2 O -0.18 0.76 -0.75  -0.334
3 O -0.55 -0.80 1.01  -0.332
4 O -1.45 -1.07 -1.17  -0.364
5 O 0.87 -1.37 -0.69  -0.339
6 C -1.60 -0.99 -4.54  -0.166
7 O -0.34 -0.78 -3.95  -0.128
8 H -1.51 -0.94 -5.62  0.069
9 H -1.92 -2.01 -4.32  0.068
10 H -2.33 -0.20 -4.34  0.074
11 H -0.37 -0.75 -2.99  0.020
12 C 3.06 2.10 -0.89  -0.157
13 O 2.90 1.37 -2.11  -0.108
14 H 2.84 3.17 -0.94  0.061
15 H 2.45 1.71 -0.07  0.070
16 H 4.09 2.06 -0.55  0.061
17 H 1.96 1.20 -2.13  0.033
18 C -4.08 0.92 1.10  -0.168
19 O -3.51 1.16 -0.16  -0.126
20 H -3.27 0.60 1.75  0.075
21 H -4.54 1.88 1.36  0.073
22 H -4.85 0.15 1.09  0.072
23 H -2.70 0.63 -0.15  0.019
24 C 3.63 -3.81 -0.23  -0.074
25 C 3.93 -2.82 0.92  -0.388
26 C 4.78 -1.64 0.39  -0.187
27 O 5.24 -0.84 1.49  -0.174
28 C 6.12 0.20 1.04  -0.112
29 N 2.62 -2.50 1.56  0.046
30 H 4.59 -4.21 -0.53  0.062
31 H 3.26 -3.27 -1.10  0.078
32 H 2.96 -4.59 0.15  0.073
33 H 4.40 -3.34 1.75  0.128
34 H 4.23 -1.02 -0.32  0.120
35 H 5.59 -2.09 -0.18  0.115
36 H 6.14 1.04 1.74  0.082
37 H 5.75 0.56 0.09  0.063
38 H 7.16 -0.13 0.92  0.077
39 H 1.95 -2.02 0.97  0.020
40 H 2.19 -3.41 1.63  0.050
41 C -1.71 3.79 -2.26  -0.056
42 C -0.88 3.99 -3.50  -0.427
43 C -0.31 2.75 -4.06  -0.182
44 O 0.54 2.99 -5.24  -0.183
45 C 1.17 1.83 -5.75  -0.121
46 N -1.61 4.76 -4.56  0.042
47 H -2.01 4.71 -1.75  0.077
48 H -1.06 3.39 -1.49  0.061
49 H -2.59 3.17 -2.44  0.087
50 H 0.02 4.57 -3.27  0.137
51 H -1.06 1.99 -4.27  0.119
52 H 0.34 2.22 -3.36  0.108
53 H 1.85 1.40 -5.03  0.083
54 H 1.75 2.03 -6.65  0.078
55 H 0.53 1.03 -6.12  0.074
56 H -2.54 4.42 -4.75  0.054
57 H -1.21 4.49 -5.45  0.044
58 C -1.91 4.01 1.82  -0.052
59 C -0.89 2.94 2.33  -0.425
60 C 0.49 3.30 1.75  -0.179
61 O 0.90 4.59 2.24  -0.189
62 C 2.24 4.94 1.88  -0.096
63 N -0.92 3.00 3.75  0.042
64 H -1.51 5.01 2.01  0.076
65 H -2.89 3.87 2.27  0.063
66 H -2.18 3.83 0.78  0.058
67 H -1.23 1.96 2.00  0.118
68 H 0.56 3.13 0.67  0.108
69 H 1.15 2.55 2.18  0.110
70 H 2.93 4.22 2.32  0.084
71 H 2.49 5.96 2.17  0.084
72 H 2.47 4.84 0.81  0.069
73 H -1.89 2.91 4.03  0.073
74 H -0.79 4.00 3.84  0.064
75 C -2.44 -4.50 -1.38  -0.046
76 C -3.69 -3.93 -2.00  -0.432
77 C -4.90 -4.93 -2.24  -0.185
78 O -4.56 -5.57 -3.46  -0.182
79 C -5.48 -6.59 -3.72  -0.144
80 N -4.24 -2.82 -1.23  0.033
81 H -1.96 -5.19 -2.07  0.080
82 H -2.69 -4.97 -0.43  0.081
83 H -1.67 -3.73 -1.25  0.067
84 H -3.44 -3.48 -2.96  0.115
85 H -5.91 -4.52 -2.29  0.115
86 H -4.87 -5.59 -1.38  0.116
87 H -5.29 -7.48 -3.13  0.085
88 H -5.30 -6.91 -4.75  0.082
89 H -6.53 -6.30 -3.67  0.083
90 H -4.94 -2.33 -1.77  0.068
91 H -3.46 -2.19 -1.17  0.034
92 C 0.06 -2.09 4.41  -0.061
93 C 0.25 -0.66 4.91  -0.418
94 C 1.16 -0.42 6.17  -0.146
95 O 2.51 -1.03 6.02  -0.197
96 C 3.53 -0.38 6.72  -0.139
97 N 0.91 0.15 3.88  0.050
98 H 1.01 -2.51 4.09  0.067
99 H -0.63 -2.13 3.57  0.067
100 H -0.35 -2.82 5.11  0.068
101 H -0.76 -0.27 5.09  0.119
102 H 0.52 -0.87 6.93  0.103
103 H 1.25 0.63 6.42  0.106
104 H 3.28 -0.51 7.77  0.080
105 H 3.48 0.66 6.40  0.078
106 H 4.53 -0.72 6.46  0.085
107 H 0.92 1.13 4.12  0.044
108 H 0.28 -0.02 3.10  0.032

***

No. 3
The following is a quantum chemistry calculation of a structure of composition H10O5Pd, from the OMol25 dataset.

LUMO level (spin up / spin down): -0.28653 / -0.33150 Ha
E_tot: -508.99764 Ha
2S+1: 3
total charge: +2
maximum force: 0.378 Eh/bohr

Each line ends with the Löwdin spin population.
Geometry (Å):
1 Pd 0.35 -0.02 -0.43  1.331
2 O 0.78 -1.31 0.71  0.112
3 H 1.49 -1.88 0.97  0.002
4 H 0.40 -1.09 1.55  0.007
5 O 1.64 0.06 -1.46  0.160
6 H 2.40 -0.47 -1.49  0.013
7 H 1.97 0.80 -1.99  0.012
8 O -1.01 0.06 -1.36  0.145
9 H -0.94 0.26 -2.32  0.009
10 H -1.96 -0.03 -1.12  0.020
11 O -1.89 -0.48 1.30  0.028
12 H -2.06 -1.32 1.65  0.000
13 H -1.69 0.12 2.03  0.000
14 O 0.24 1.44 0.50  0.142
15 H 0.95 2.03 0.68  0.010
16 H -0.65 1.83 0.76  0.010

***

No. 4
The following is a quantum chemistry calculation of a structure of composition C25H26As2CaN3O8, from the OMol25 dataset.

LUMO level (spin up / spin down): -0.16190 / -0.16168 Ha
E_tot: -6883.19653 Ha
total charge: +1
maximum force: 0.111 Eh/bohr

Each line ends with the Löwdin charge.
Geometry (Å):
1 Ca -1.39 0.44 1.67  1.455
2 C -0.57 -1.75 5.93  -0.033
3 C -1.48 -0.97 4.99  -0.247
4 C -2.86 -1.41 4.83  -0.015
5 C -3.81 -0.56 4.27  -0.083
6 C -3.50 0.82 3.97  -0.076
7 C -2.14 1.20 4.07  -0.198
8 C -1.16 0.31 4.57  -0.109
9 H -0.58 -1.28 6.94  0.111
10 H 0.46 -1.77 5.55  0.083
11 H -0.88 -2.82 6.06  0.096
12 H -3.17 -2.41 5.11  0.122
13 H -4.88 -0.93 4.15  0.136
14 H -4.26 1.47 3.53  0.110
15 H -1.80 2.16 3.78  0.094
16 H -0.07 0.57 4.61  0.145
17 N 0.72 0.34 1.33  -0.079
18 C 1.76 0.31 1.95  -0.185
19 C 3.05 0.27 2.41  -0.272
20 C 3.71 1.47 2.68  -0.242
21 N 4.17 2.50 3.04  0.151
22 C 3.45 -0.76 3.37  -0.191
23 N 3.72 -1.66 4.13  0.124
24 C -2.69 3.63 0.83  -0.018
25 O -1.87 2.49 0.52  -0.273
26 C -1.14 2.64 -0.79  -0.395
27 O -0.91 3.79 -1.22  0.099
28 C -0.61 1.43 -1.37  -0.341
29 C -1.27 0.24 -1.67  -0.280
30 As -0.85 -0.77 -3.39  1.367
31 C -0.34 -2.41 -2.47  -0.304
32 C 1.09 -0.27 -3.57  -0.310
33 C 1.80 0.05 -2.48  -0.301
34 As 1.36 1.76 -1.58  1.349
35 C 1.24 3.02 -3.08  -0.280
36 C 3.04 -0.68 -1.95  -0.448
37 O 3.79 -0.28 -1.04  0.035
38 O 3.31 -1.90 -2.54  -0.081
39 C 4.37 -2.63 -1.81  -0.014
40 C 1.45 -0.35 -5.01  -0.482
41 O 0.57 -0.38 -5.93  0.026
42 O 2.78 -0.32 -5.18  -0.039
43 C 3.32 -0.53 -6.52  0.011
44 C -2.66 -0.06 -1.32  -0.526
45 O -3.54 -0.02 -2.22  0.087
46 O -2.94 -0.37 -0.02  -0.205
47 C -3.88 -1.49 0.06  0.021
48 H -2.01 4.44 0.82  0.086
49 H -3.05 3.44 1.83  0.083
50 H -3.44 3.67 0.03  0.126
51 H -1.25 -2.95 -2.04  0.045
52 H 0.28 -2.16 -1.59  0.026
53 H 0.16 -3.04 -3.22  0.048
54 H 0.93 4.02 -2.77  0.032
55 H 0.52 2.72 -3.84  0.045
56 H 2.23 3.10 -3.44  0.013
57 H 3.89 -2.90 -0.85  0.105
58 H 5.23 -1.95 -1.65  0.104
59 H 4.56 -3.54 -2.39  0.097
60 H 3.06 -1.54 -6.81  0.099
61 H 4.42 -0.42 -6.42  0.112
62 H 2.85 0.15 -7.20  0.086
63 H -3.40 -2.35 -0.33  0.094
64 H -4.82 -1.19 -0.41  0.115
65 H -4.07 -1.62 1.12  0.088

***

No. 5
The following is a quantum chemistry calculation of a cluster of 2 separate species, CO5S in total, from the OMol25 dataset.

LUMO level (spin up / spin down): 0.24267 / 0.24640 Ha
E_tot: -812.44741 Ha
total charge: -2
maximum force: 0.064 Eh/bohr

Each line ends with the Löwdin charge.
Geometry (Å):
1 C 1.22 -1.29 0.26  -0.596
2 O 0.75 -2.28 0.78  -0.058
3 O -2.29 0.30 -0.35  -0.618
4 O 2.34 -1.05 -0.11  -0.045
5 O -0.86 1.83 1.00  -0.577
6 O -0.33 1.60 -1.40  -0.561
7 S -0.82 0.89 -0.18  0.455

***

No. 6
The following is a quantum chemistry calculation of an isolated molecule of C5H13NSi, from the OMol25 dataset.

SMILES: C/C=C(/C)[Si@@H](C)N
LUMO level: 0.03415 Ha
E_tot: -542.53143 Ha
total charge: 0
maximum force: 0.063 Eh/bohr

Each line ends with the Löwdin charge.
Geometry (Å):
1 C -1.07 -1.97 0.40  -0.121
2 C -1.51 -0.61 -0.08  -0.192
3 C -0.78 0.47 -0.35  -0.385
4 C -1.48 1.76 -0.65  -0.123
5 Si 1.04 0.55 -0.26  0.512
6 C 1.89 0.73 1.42  -0.184
7 N 1.63 -1.03 -0.77  -0.097
8 H -2.03 -2.31 0.93  0.089
9 H -1.02 -2.71 -0.49  0.096
10 H -0.06 -1.94 0.88  0.055
11 H -2.56 -0.47 -0.20  0.092
12 H -0.70 2.34 -1.07  0.010
13 H -2.23 1.54 -1.39  0.078
14 H -2.03 2.26 0.05  0.046
15 H 1.19 1.73 -1.29  0.003
16 H 1.63 -0.25 1.88  0.036
17 H 2.93 0.88 1.55  0.006
18 H 1.25 1.54 1.81  0.021
19 H 2.64 -1.10 -0.75  0.023
20 H 1.28 -1.42 -1.64  0.034

***

Repeat the sixth record exactly.
The following is a quantum chemistry calculation of an isolated molecule of C5H13NSi, from the OMol25 dataset.

SMILES: C/C=C(/C)[Si@@H](C)N
LUMO level: 0.03415 Ha
E_tot: -542.53143 Ha
total charge: 0
maximum force: 0.063 Eh/bohr

Each line ends with the Löwdin charge.
Geometry (Å):
1 C -1.07 -1.97 0.40  -0.121
2 C -1.51 -0.61 -0.08  -0.192
3 C -0.78 0.47 -0.35  -0.385
4 C -1.48 1.76 -0.65  -0.123
5 Si 1.04 0.55 -0.26  0.512
6 C 1.89 0.73 1.42  -0.184
7 N 1.63 -1.03 -0.77  -0.097
8 H -2.03 -2.31 0.93  0.089
9 H -1.02 -2.71 -0.49  0.096
10 H -0.06 -1.94 0.88  0.055
11 H -2.56 -0.47 -0.20  0.092
12 H -0.70 2.34 -1.07  0.010
13 H -2.23 1.54 -1.39  0.078
14 H -2.03 2.26 0.05  0.046
15 H 1.19 1.73 -1.29  0.003
16 H 1.63 -0.25 1.88  0.036
17 H 2.93 0.88 1.55  0.006
18 H 1.25 1.54 1.81  0.021
19 H 2.64 -1.10 -0.75  0.023
20 H 1.28 -1.42 -1.64  0.034

***

Number 5 is which compound?
CO5S

***

Among the records above, which one has the highest E_tot?
C2H4NaO3

***

Among the records above, which one has the highest E_tot?
C2H4NaO3